1.
21
Properties=species:S:1:pos:R:3 method="wB97M-V/def2-TZVPD" homo_ev=-9.344 lumo_energy_ev=0.7 orbital_gap_ha=0.3678 smiles=CCCS.O.O.O de_lowest_ev=0.000
C 0.754 0.215 2.389
H -1.965 -1.298 -1.112
H -1.139 0.190 -2.225
H -0.090 -0.906 -2.632
H 1.149 1.316 -0.278
H -2.202 0.744 -0.624
H -2.194 2.284 -0.460
H 1.159 0.175 3.393
H 2.395 -0.787 1.497
O -1.031 -0.724 -2.521
H -3.442 -1.131 -1.014
H 0.192 1.146 2.298
C 1.281 0.254 -0.068
O -2.674 -1.201 -0.448
H 2.463 -1.616 -0.741
C 1.855 0.151 1.341
H 0.114 -0.644 2.310
H 2.623 0.920 1.447
H 0.316 -0.215 -0.140
S 2.342 -0.442 -1.380
O -1.907 1.570 -1.032



2.
21
Properties=species:S:1:pos:R:3 method="wB97M-V/def2-TZVPD" homo_ev="-13.972 / -13.972" lumo_energy_ev="-3.5 / -8.7" s2=0.7530 orbital_gap_ha="0.3849 / 0.1932" charge=+1 multiplicity=2 de_lowest_ev=0.792
O -3.641 -1.029 1.985
H -4.247 -1.453 1.368
O 3.206 1.363 0.306
H 3.654 -2.428 -2.902
C -0.452 2.367 0.902
H -1.456 -1.930 0.449
C -1.199 -1.454 -0.500
H 2.948 2.171 -0.158
H 3.198 1.695 1.219
H -1.820 -1.950 -1.234
C -0.126 0.999 0.243
H -0.133 -1.527 -0.680
H -2.955 -0.613 1.458
H 0.407 0.350 0.938
H -1.154 2.208 1.718
H 0.531 1.170 -0.610
H 0.463 2.884 1.193
S -1.591 0.276 -0.399
H -0.951 2.990 0.163
O 3.039 -3.165 -2.998
H 2.279 -2.923 -2.460